No. 1
ORCA calculation (ωB97M-V with the def2-TZVPD basis set) on C3H4N2O as an isolated structure.

Its net charge is 0. As for the HOMO energy: -0.373 Eh. The HOMO-LUMO gap comes out at 10.18 eV.

Each line ends with the Löwdin charge.
Element x y z (Å)
1 O 0.291 -1.355 -0.390  -0.09
2 N 0.756 0.219 1.158  0.13
3 N 1.039 -0.297 -1.031  0.04
4 C 1.493 0.373 0.090  -0.22
5 C -0.220 -0.570 0.591  -0.45
6 C -1.424 -0.016 0.186  0.05
7 H -2.087 -0.608 -0.437  0.09
8 H -1.853 0.805 0.752  0.08
9 H -0.309 0.376 -0.927  0.23
10 H 2.315 1.075 0.009  0.12

Atoms 1-2, force components in eV/Å:
O -0.118 -0.210 0.059
N 0.129 -0.064 -0.136

No. 2
ORCA calculation (ωB97M-V with the def2-TZVPD basis set) on a single C3H4N2O molecule.

Its net charge is 0. As for the HOMO energy: -0.329 Eh. The HOMO-LUMO gap comes out at 9.75 eV. The structure (SMILES) is Oc1cn[nH]c1.

Each line ends with the Löwdin charge.
Element x y z (Å)
1 O 2.067 -0.035 -0.183  0.03
2 N -1.356 0.979 -0.212  0.02
3 N -1.402 -0.216 0.380  -0.05
4 C 0.708 0.075 -0.062  -0.34
5 C -0.185 -0.806 0.507  -0.04
6 C -0.073 1.169 -0.488  -0.10
7 H -2.294 -0.585 0.664  0.15
8 H -0.049 -1.766 0.984  0.12
9 H 2.267 -0.888 -0.585  0.10
10 H 0.261 2.077 -0.974  0.11

Atoms 1-2, force components in eV/Å:
O 0.040 -0.118 -0.074
N 0.198 -0.061 0.026

No. 3
ORCA calculation (ωB97M-V with the def2-TZVPD basis set) on a single C3H4N2O2 molecule in a non-equilibrium geometry.

Its net charge is 0. As for the HOMO energy: -0.331 Eh. The HOMO-LUMO gap comes out at 9.28 eV. The structure (SMILES) is C1=NN=COCO1.

Each line ends with the Löwdin charge.
Element x y z (Å)
1 O 1.181 0.849 -0.412  -0.07
2 O -1.152 0.732 -0.577  -0.02
3 N -0.626 -1.473 -0.052  0.00
4 N 0.727 -1.413 -0.048  -0.01
5 C 1.588 -0.504 -0.329  -0.14
6 C -1.492 -0.522 -0.328  -0.22
7 C -0.059 1.069 0.287  -0.20
8 H 2.725 -0.622 -0.424  0.15
9 H -0.151 2.223 0.665  0.18
10 H -2.529 -0.781 -0.094  0.13
11 H -0.213 0.442 1.312  0.18

Atoms 1-2, force components in eV/Å:
O -0.191 -0.341 1.208
O -0.050 1.363 0.616

No. 4
ORCA calculation (ωB97M-V with the def2-TZVPD basis set) on a 2-piece molecular cluster, C3H4N2O2 overall in a non-equilibrium geometry.

Its net charge is 0. As for the HOMO energy (spin up / spin down): -0.352 / -0.352 Eh. The HOMO-LUMO gap (spin up / spin down) comes out at 8.55 / 8.55 eV.

Each line ends with the Löwdin charge.
Element x y z (Å)
1 O -1.017 1.908 0.356  0.11
2 O -2.395 0.417 -0.394  0.10
3 N -1.374 0.953 -0.185  -0.33
4 N -1.074 -2.372 0.434  0.18
5 C -0.483 -1.541 -0.123  -0.24
6 C 0.216 -0.394 -0.572  -0.11
7 C 1.351 0.152 0.303  -0.05
8 H 0.727 0.792 1.022  0.10
9 H 1.800 -0.575 0.986  0.09
10 H 2.065 0.673 -0.253  0.05
11 H 0.183 -0.013 -1.573  0.11

Atoms 1-2, force components in eV/Å:
O 0.092 3.094 1.269
O -1.993 0.415 -0.414

Sequential relative energy (zero: lowest compared OMol25 entry of this formula, charge and spin) output: 567.2 126.2 491.6 628.5 kJ/mol